(P)
DFT (ωB97M-V/def2-TZVPD) results for a 2-piece molecular cluster, C5H13NO overall.

The geometry in XYZ format:
```
20
Properties=species:S:1:pos:R:3:lowdin_spin:R:1
C 2.463 1.770 0.351 0.06
N -0.759 0.702 -0.870 0.20
C 0.282 0.537 -0.102 0.15
C 1.519 1.037 -0.563 0.43
C 1.850 1.149 -2.015 0.06
C 0.184 -0.324 1.121 0.02
H 2.298 2.833 0.518 0.02
H 2.559 1.332 1.345 0.01
H 3.403 1.574 -0.170 0.01
H -0.667 0.796 -1.870 0.00
H -1.688 0.665 -0.478 0.00
H 1.098 0.697 -2.648 0.00
H 2.035 2.195 -2.277 0.02
H 2.812 0.660 -2.197 0.01
H 0.011 0.206 2.056 0.01
H 1.018 -1.006 1.191 0.01
H -0.712 -0.887 0.947 0.00
H -4.483 -3.466 2.426 0.00
H -3.788 -3.892 1.114 0.00
O -4.574 -4.013 1.643 0.00
```

**LUMO energy (spin up / spin down)**: -4.026 / -5.974 eV
**Kohn-Sham gap (spin up / spin down)**: 9.4 / 7.7 eV
**E_HOMO (spin up / spin down)**: -0.493 / -0.503 Ha
**Expectation value of S²**: 0.76
**Multiplicity**: 2
**Net charge**: +1

(Q)
DFT (ωB97M-V/def2-TZVPD) results for an isolated ion of composition C5H13NO and charge +1.

The geometry in XYZ format:
```
20
Properties=species:S:1:pos:R:3:lowdin_spin:R:1
C -1.133 -1.764 0.707 0.08
N -1.176 -0.359 0.279 0.67
C -0.007 0.525 0.540 0.08
C 0.941 0.427 -0.633 0.03
C 1.623 -0.870 -1.011 0.00
O 0.325 0.980 -1.807 0.02
C -0.453 1.978 0.811 0.00
H -1.625 -1.979 1.658 0.03
H -1.633 -2.317 -0.096 0.03
H -0.104 -2.097 0.765 0.00
H -2.043 0.021 0.657 0.02
H 0.475 0.187 1.467 0.03
H 1.729 1.191 -0.515 0.00
H 2.601 -0.738 -1.453 0.00
H 1.699 -1.557 -0.153 0.00
H 0.975 -1.460 -1.668 0.00
H -0.625 0.822 -1.866 0.00
H -1.174 2.258 0.035 0.00
H 0.378 2.587 0.457 0.00
H -0.773 2.165 1.826 0.00
```

**LUMO energy (spin up / spin down)**: -3.252 / -8.499 eV
**Kohn-Sham gap (spin up / spin down)**: 11.4 / 6.1 eV
**E_HOMO (spin up / spin down)**: -0.540 / -0.537 Ha
**Expectation value of S²**: 0.75
**Multiplicity**: 2
**Net charge**: +1

(R)
DFT (ωB97M-V/def2-TZVPD) results for a 2-piece molecular cluster, C5H13NO overall.

The geometry in XYZ format:
```
20
Properties=species:S:1:pos:R:3:lowdin_spin:R:1
C -1.730 -1.117 1.781 0.03
N -0.839 -1.194 0.610 0.25
C -0.253 -0.152 0.036 0.13
C -0.252 -0.048 -1.357 0.42
C 0.417 0.978 -2.193 0.07
C 0.046 1.011 0.918 0.01
H -1.130 -1.248 2.687 0.01
H -2.222 -0.148 1.862 0.01
H -2.423 -1.941 1.700 0.00
H -1.232 -1.806 -0.101 0.00
H -0.871 -0.742 -1.926 0.01
H 1.162 0.458 -2.800 0.03
H -0.315 1.420 -2.865 0.02
H 0.868 1.757 -1.594 0.00
H 0.438 0.768 1.902 0.00
H -0.955 1.392 1.157 0.00
H 0.584 1.813 0.433 0.00
H 3.307 0.241 -0.367 0.00
H 2.234 -0.813 0.101 0.00
O 3.168 -0.631 0.014 0.00
```

**LUMO energy (spin up / spin down)**: -3.574 / -6.916 eV
**Kohn-Sham gap (spin up / spin down)**: 10.7 / 7.9 eV
**E_HOMO (spin up / spin down)**: -0.526 / -0.546 Ha
**Expectation value of S²**: 0.76
**Multiplicity**: 2
**Net charge**: +1

Stability order, top to bottom: (P), (R), (Q)